60
Properties=species:S:1:pos:R:3:lowdin_charge:R:1 method="wB97M-V/def2-TZVPD" e_lumo_ev=0.816 e_homo_ev=-8.470 homo_lumo_gap_ha=0.3412
C 4.5547 1.0702 -2.5190 -0.104
C 5.3518 1.9343 -1.5503 -0.232
C 5.7275 1.1782 -0.2717 -0.147
N 4.5594 0.8446 0.4982 -0.134
N 3.8806 1.8189 1.1034 0.084
C 2.8578 1.2394 1.6958 -0.094
C 2.8642 -0.1481 1.4770 -0.179
C 1.8563 -1.1267 1.9781 -0.156
N 0.5694 -0.9326 1.3270 -0.153
C 0.6280 -1.2235 -0.0915 -0.173
C -0.6711 -0.8153 -0.7783 -0.101
C -1.9085 -1.4669 -0.1462 -0.424
C -1.9550 -2.9690 -0.5110 -0.219
O -1.9963 -3.2281 -1.8935 -0.048
C -3.1933 -0.8182 -0.7075 -0.080
C -3.5005 0.6103 -0.2489 -0.349
C -4.3364 1.3641 -1.2931 -0.143
C -4.6940 2.7537 -0.7689 -0.198
C -5.3839 2.6189 0.5863 -0.174
C -4.4976 1.7919 1.5174 -0.210
O -4.2088 0.5257 0.9760 -0.116
C -1.8361 -1.3125 1.3769 -0.104
C -0.4801 -1.7106 1.9517 -0.187
C 3.9818 -0.3669 0.6874 -0.237
C 4.5396 -1.6275 0.1300 -0.010
H 3.6364 0.7216 -2.0516 0.065
H 5.1371 0.2063 -2.8345 0.070
H 4.2879 1.6422 -3.4041 0.069
H 4.7613 2.8060 -1.2649 0.102
H 6.2678 2.2815 -2.0311 0.105
H 6.2655 0.2600 -0.5134 0.117
H 6.3667 1.8155 0.3468 0.123
H 2.1510 1.8159 2.2574 0.108
H 2.2286 -2.1602 1.8412 0.120
H 1.7065 -0.9648 3.0504 0.125
H 1.4514 -0.6484 -0.5227 0.116
H 0.8358 -2.2944 -0.2739 0.128
H -0.7606 0.2691 -0.7106 0.117
H -0.6171 -1.0938 -1.8329 0.122
H -2.8171 -3.4319 -0.0082 0.131
H -1.0524 -3.4712 -0.1620 0.113
H -2.8175 -2.8721 -2.2485 0.081
H -3.1246 -0.8093 -1.7981 0.120
H -4.0542 -1.4243 -0.4145 0.138
H -2.5690 1.1783 -0.0846 0.146
H -3.7733 1.4434 -2.2243 0.119
H -5.2511 0.7989 -1.4845 0.126
H -5.3432 3.2705 -1.4782 0.109
H -3.7805 3.3435 -0.6551 0.114
H -5.5688 3.5985 1.0285 0.112
H -6.3400 2.1071 0.4607 0.116
H -4.9980 1.5991 2.4690 0.125
H -3.5600 2.3382 1.7133 0.129
H -2.6238 -1.9035 1.8470 0.129
H -2.0067 -0.2694 1.6339 0.116
H -0.4759 -1.4950 3.0242 0.122
H -0.3081 -2.7969 1.8301 0.123
H 3.8996 -2.4613 0.4051 0.072
H 5.5393 -1.8182 0.5222 0.086
H 4.5975 -1.5851 -0.9571 0.075



71
Properties=species:S:1:pos:R:3:lowdin_charge:R:1 method="wB97M-V/def2-TZVPD" charge=+2 e_lumo_ev=-7.733 e_homo_ev=-14.335 homo_lumo_gap_ha=0.2426
W -0.7235 0.1117 0.1160 1.254
C -2.6711 -7.1314 1.0175 -0.026
C -2.2832 -5.7186 1.3465 -0.235
C -1.0088 -5.2350 1.0661 -0.007
C -0.6468 -3.9338 1.3804 -0.053
C -1.5862 -3.1191 1.9933 -0.316
C -2.8764 -3.5671 2.2803 -0.042
C -3.2101 -4.8643 1.9529 -0.006
S -1.2278 -1.4791 2.4305 0.676
O -2.1464 -0.6038 1.6005 -0.551
O -1.2604 -1.2762 3.8308 -0.175
N 0.0693 -0.9982 1.6466 -0.345
C 1.4298 -0.8745 2.1160 -0.098
C 2.0293 0.1758 1.2110 -0.503
O 3.1059 0.6547 1.2635 0.198
O 1.1191 0.5459 0.2253 -0.367
H -1.8253 -7.7002 0.6377 0.084
H -3.4616 -7.1469 0.2659 0.094
H -3.0557 -7.6438 1.8994 0.097
H -0.2794 -5.8886 0.6059 0.125
H 0.3472 -3.5770 1.1449 0.095
H -3.5955 -2.9248 2.7749 0.133
H -4.2007 -5.2314 2.1891 0.132
H 2.0052 -1.7971 2.0184 0.146
H 1.4735 -0.5326 3.1520 0.154
N -0.2668 1.1024 -1.8838 -0.145
C 1.0596 1.6639 -2.3186 -0.207
C 1.2956 3.1367 -2.0412 -0.173
C 1.7438 3.4908 -0.6337 -0.260
N 0.6224 3.4227 0.3087 -0.032
H -0.5089 0.3576 -2.5334 0.023
H -1.0005 1.8013 -2.0033 0.032
H 1.0880 1.5097 -3.3992 0.126
H 1.8519 1.0604 -1.8888 0.093
H 0.4161 3.7267 -2.3291 0.122
H 2.0838 3.4508 -2.7286 0.125
H 2.1970 4.4857 -0.6494 0.121
H 2.5161 2.7981 -0.2997 0.105
H 0.0263 4.2356 0.1709 0.073
H 0.9638 3.5124 1.2622 0.086
O -6.0850 -0.6201 0.8897 -0.033
C -6.0002 0.0154 -0.3722 -0.199
C -4.4967 0.2709 -0.6884 -0.536
C -4.4939 0.9584 -2.0421 -0.195
O -3.1618 1.1746 -2.5143 -0.139
C -4.0077 1.1611 0.4515 -0.418
Se -2.2295 1.9627 0.3100 0.908
C -3.8693 -1.1194 -0.7036 -0.412
Se -2.0112 -1.4026 -1.2407 0.849
H -7.0093 -0.7213 1.1412 0.116
H -6.5310 0.9721 -0.3719 0.141
H -6.4317 -0.6124 -1.1578 0.138
H -5.0321 1.9074 -1.9516 0.145
H -5.0456 0.3290 -2.7482 0.143
H -3.2218 1.5872 -3.3829 0.113
H -4.0525 0.6447 1.4017 0.072
H -4.6329 2.0533 0.5204 0.090
H -4.3885 -1.7512 -1.4273 0.089
H -3.9588 -1.5804 0.2749 0.061
S 1.1568 -1.7913 -1.3763 0.710
C 1.1222 -2.2793 -3.0073 -0.785
N 0.0545 -2.4353 -3.7972 0.026
C 0.4049 -3.0227 -5.0978 -0.096
C 1.9487 -2.9968 -5.0669 -0.093
N 2.2222 -2.5691 -3.6918 0.040
H -0.8782 -2.4232 -3.4205 0.059
H -0.0005 -2.4310 -5.9144 0.123
H 0.0156 -4.0371 -5.1709 0.126
H 2.3618 -2.2818 -5.7761 0.126
H 2.3844 -3.9744 -5.2584 0.127
H 3.1359 -2.5191 -3.2733 0.151



76
Properties=species:S:1:pos:R:3:mulliken_spin:R:1 method="wB97M-V/def2-TZVPD" multiplicity=2 charge=-2 e_lumo_ev="3.474 / 3.474" e_homo_ev="-2.577 / -2.576" homo_lumo_gap_ha="0.2224 / 0.2224"
Cr -0.5806 -0.1068 0.0664 1.017
S 3.7860 -0.4463 -0.1312 0.000
As 2.0938 -1.7210 -0.3696 -0.002
S 0.6291 -0.6429 -1.7028 0.008
S 0.6698 -1.4536 1.3571 0.019
S 2.3431 -3.7427 -0.8777 -0.010
C -4.7430 1.0140 2.8101 0.001
C -5.1185 0.9770 1.3356 0.000
C -5.0152 2.3640 0.7238 0.000
C -6.5066 0.3892 1.1442 0.000
O -4.2202 0.1417 0.5538 0.001
P -2.9711 -0.7098 1.0382 -0.008
O -1.9866 0.1266 1.8088 -0.001
O -2.3037 -1.2208 -0.2310 0.002
O -3.5423 -1.8597 1.9496 0.000
C -3.8759 -3.2173 1.5130 0.001
C -4.7378 -3.7588 2.6376 0.001
C -2.5719 -3.9890 1.3885 0.001
C -4.6382 -3.1886 0.1998 -0.001
H -5.5006 1.6003 3.3360 0.000
H -3.7683 1.4734 2.9618 0.000
H -4.7227 0.0153 3.2439 0.000
H -5.7233 3.0452 1.1995 0.000
H -5.2230 2.3343 -0.3458 0.000
H -4.0126 2.7681 0.8737 0.000
H -7.2592 1.0218 1.6190 0.000
H -6.5605 -0.6030 1.5929 0.000
H -6.7378 0.3067 0.0824 0.000
H -4.2043 -3.6833 3.5845 0.000
H -4.9772 -4.8077 2.4565 0.000
H -5.6715 -3.1983 2.7155 0.000
H -2.0349 -3.9748 2.3368 -0.003
H -1.9241 -3.5526 0.6299 -0.001
H -2.7852 -5.0256 1.1177 0.000
H -5.5219 -2.5530 0.2708 0.000
H -4.9648 -4.2059 -0.0291 0.000
H -4.0132 -2.8352 -0.6180 0.001
C 2.7613 3.9303 1.2404 -0.001
N 2.3160 3.1664 2.4058 0.000
C 1.2221 3.8881 3.0438 0.000
N 0.0952 4.1969 2.1605 0.000
C 0.6167 4.9249 0.9975 0.000
N 1.6987 4.2506 0.2874 0.001
C 1.2181 3.0394 -0.3931 -0.002
P 0.5510 1.8413 0.8203 -0.031
C 1.9278 1.8014 2.0286 0.000
C -0.5858 2.9620 1.7485 0.003
H 3.5411 3.3674 0.7260 0.000
H 3.1818 4.8747 1.5981 0.000
H 1.6177 4.8375 3.4172 0.000
H 0.8573 3.3027 3.8908 0.000
H 0.9972 5.8861 1.3543 0.000
H -0.1997 5.1132 0.2968 0.000
H 2.0397 2.5502 -0.9232 0.000
H 0.4572 3.2896 -1.1340 0.005
H 2.7562 1.2500 1.5712 -0.001
H 1.6011 1.2282 2.8998 0.002
H -0.9679 2.4207 2.6169 0.001
H -1.4479 3.2100 1.1219 -0.001
N -1.8400 1.3449 -1.2174 0.008
C -1.7151 2.2796 -2.2954 0.007
C -1.9466 3.6243 -2.0415 -0.002
C -1.8905 4.5567 -3.0688 0.001
C -1.5977 4.1545 -4.3630 0.000
C -1.3257 2.8094 -4.6003 0.000
C -1.3792 1.8727 -3.5787 -0.003
S -1.6462 5.3356 -5.7137 0.000
O -0.5017 4.9816 -6.5388 0.000
O -2.9300 5.0990 -6.3571 0.000
O -1.5467 6.6309 -5.0554 0.000
H -2.5036 1.7077 -0.5371 -0.008
H -2.2570 0.4689 -1.5361 -0.003
H -2.1965 3.9425 -1.0319 0.000
H -2.0792 5.6051 -2.8825 0.000
H -1.0662 2.4995 -5.6037 0.000
H -1.1576 0.8294 -3.7698 -0.001



64
Properties=species:S:1:pos:R:3:lowdin_charge:R:1 method="wB97M-V/def2-TZVPD" charge=-1 e_lumo_ev=2.779 e_homo_ev=-3.234 homo_lumo_gap_ha=0.2210
O 2.8885 -0.2531 2.2591 -0.002
C 2.7472 0.6114 1.4469 -0.340
C 2.2147 1.9422 1.7357 -0.088
B 0.5790 2.0055 1.9440 -0.764
O -0.2473 1.7720 0.7464 -0.080
C -1.2824 0.8882 1.1064 -0.205
C -1.2016 0.6694 2.6394 -0.193
O -0.0098 1.2835 3.0998 -0.066
H 3.0343 0.4106 0.3965 0.095
H 2.6592 2.3378 2.6374 0.097
H 2.4869 2.6064 0.9206 0.080
H 0.3911 3.2143 2.2220 0.091
H -1.0655 -0.0725 0.6270 0.095
H -2.2551 1.2458 0.7835 0.088
H -1.0429 -0.3835 2.8543 0.064
H -2.0863 1.0587 3.1396 0.105
C -2.4085 0.6462 -3.4622 -0.111
C -2.4477 -0.8706 -3.3438 -0.259
C -3.7938 -1.3885 -2.8251 -0.192
C -4.0892 -0.8573 -1.4870 -0.237
N -4.2985 -0.4544 -0.4438 0.161
H -2.5307 1.1207 -2.4878 0.063
H -1.4474 0.9702 -3.8609 0.072
H -3.1950 1.0137 -4.1272 0.074
H -1.6472 -1.1995 -2.6791 0.110
H -2.2557 -1.3177 -4.3220 0.104
H -3.7856 -2.4769 -2.7656 0.112
H -4.6014 -1.0934 -3.4968 0.112
C 3.7251 -3.6448 -2.9704 -0.119
C 4.1131 -3.0676 -1.6131 -0.263
C 2.9103 -2.5578 -0.8133 -0.184
C 2.2233 -1.4867 -1.5395 -0.251
N 1.7027 -0.6515 -2.1156 0.159
H 3.2659 -2.8875 -3.6071 0.067
H 4.6055 -4.0230 -3.4929 0.065
H 3.0186 -4.4698 -2.8577 0.073
H 4.8252 -2.2530 -1.7588 0.110
H 4.6213 -3.8364 -1.0272 0.104
H 3.2271 -2.1664 0.1554 0.108
H 2.1979 -3.3634 -0.6312 0.113
C -1.3782 4.0125 -1.8042 -0.103
C -1.2227 5.5138 -2.0279 -0.268
C 0.2403 5.9729 -2.0359 -0.196
C 0.9004 5.6936 -0.7522 -0.232
N 1.4058 5.4814 0.2443 0.177
H -0.9913 3.7045 -0.8290 0.070
H -2.4314 3.7285 -1.8368 0.070
H -0.8491 3.4422 -2.5709 0.074
H -1.7674 6.0547 -1.2511 0.108
H -1.6771 5.7858 -2.9849 0.099
H 0.3011 7.0461 -2.2202 0.107
H 0.7928 5.4635 -2.8264 0.114
C -1.5032 -4.0986 4.7226 -0.116
C -0.0171 -3.7578 4.7603 -0.265
C 0.3376 -2.5312 3.9124 -0.172
C -0.0157 -2.7898 2.5101 -0.244
N -0.2634 -3.0284 1.4232 0.158
H -1.8269 -4.3539 3.7128 0.068
H -1.7168 -4.9566 5.3627 0.065
H -2.1061 -3.2581 5.0709 0.077
H 0.5587 -4.6198 4.4154 0.106
H 0.2814 -3.5655 5.7930 0.104
H 1.4035 -2.3141 3.9705 0.120
H -0.2006 -1.6473 4.2553 0.112



65
Properties=species:S:1:pos:R:3:lowdin_charge:R:1 method="wB97M-V/def2-TZVPD" charge=-1 e_lumo_ev=2.564 e_homo_ev=-3.886 homo_lumo_gap_ha=0.2370
O -0.4209 1.2916 -1.5114 -0.278
C 0.3907 1.2895 -2.5523 -0.499
C -0.1947 0.6184 -3.7987 -0.189
C -1.0489 -0.4775 -3.7051 -0.065
H -1.3111 -0.8879 -2.7240 -0.012
C -1.5505 -1.0711 -4.8628 -0.094
H -2.2222 -1.9277 -4.7655 0.095
C -1.1856 -0.5793 -6.1214 -0.124
H -1.5714 -1.0463 -7.0285 0.082
C -0.3239 0.5260 -6.2080 -0.116
H -0.0248 0.9200 -7.1807 0.085
C 0.1533 1.1274 -5.0466 -0.063
H 0.8282 1.9882 -5.0777 0.108
H 0.5783 2.3626 -2.7889 0.118
C 2.6566 1.6004 -1.2609 -0.082
C 1.8566 0.7309 -2.1711 -0.247
H 3.7070 1.6553 -1.5855 0.068
H 2.6337 1.1733 -0.2519 0.047
H 2.2417 2.6149 -1.2281 0.073
C 2.3498 -0.3490 -2.7959 -0.157
C 3.7225 -0.9051 -2.6038 -0.136
H 1.7195 -0.9157 -3.4847 0.106
H 4.2725 -0.9210 -3.5534 0.064
H 3.6447 -1.9399 -2.2565 0.050
H 4.3122 -0.3434 -1.8714 0.055
Hg -0.0644 -0.8940 0.1792 0.607
Cl -1.6726 -2.5165 -1.0479 -0.190
Cl 2.1209 -1.7222 0.4589 -0.124
C 0.0924 -2.9111 2.8478 -0.369
O -0.5423 -1.8587 3.0229 -0.084
N 0.7837 -3.5576 3.8063 -0.194
C 0.7298 -3.1115 5.1899 -0.046
C 1.4501 -4.8184 3.5257 -0.057
H 0.1579 -3.4002 1.8582 0.098
H 0.4120 -2.0694 5.2180 0.084
H 1.7249 -3.2245 5.6321 0.083
H 0.0302 -3.7279 5.7710 0.088
H 1.5226 -4.9324 2.4411 0.089
H 0.8888 -5.6655 3.9462 0.086
H 2.4534 -4.8170 3.9693 0.086
H 1.2280 3.4751 3.9533 0.089
H -0.6401 5.0140 2.8823 0.086
C 1.6421 3.4900 2.9353 -0.048
C -0.1960 4.7927 1.8997 -0.061
N 0.5806 3.5628 1.9468 -0.194
H 2.2351 2.5903 2.7670 0.089
C 0.1785 2.4546 1.2900 -0.323
O 0.6388 1.3189 1.5175 -0.102
H -0.9927 4.6862 1.1565 0.088
H -0.5908 2.6356 0.5087 0.122
H 2.2678 4.3841 2.8404 0.084
H 0.4499 5.6366 1.6229 0.084
C -3.7457 -1.6714 1.1702 -0.313
P -2.5026 -0.3589 0.8615 0.673
C -3.2626 0.7782 -0.3504 -0.269
C -2.6030 0.5534 2.4396 -0.282
H -3.8878 -2.2563 0.2538 -0.017
H -4.6940 -1.2249 1.5027 0.037
H -3.3530 -2.3342 1.9526 0.038
H -4.2843 1.0410 -0.0388 0.038
H -2.6403 1.6764 -0.4429 0.021
H -3.2738 0.2729 -1.3236 0.036
H -3.6567 0.6537 2.7370 0.035
H -2.0494 -0.0234 3.1898 0.023
H -2.1486 1.5451 2.3442 0.022



101
Properties=species:S:1:pos:R:3:lowdin_charge:R:1 method="wB97M-V/def2-TZVPD" e_lumo_ev=-3.176 e_homo_ev=-9.034 homo_lumo_gap_ha=0.2152
Hf -1.8007 -1.6886 0.9478 2.200
P -0.9500 -2.3949 -2.9639 0.186
F -2.2031 -3.3733 -3.0994 -0.120
F -1.8310 -1.0554 -3.0967 -0.138
F -1.1777 -2.3281 -1.2968 -0.260
F 0.3596 -1.4793 -2.7198 -0.140
F -0.0060 -3.6855 -2.7961 -0.135
F -0.8097 -2.3771 -4.5791 -0.135
P -4.6034 -0.6950 -0.1920 0.161
F -6.0429 -0.9131 0.4456 -0.075
F -4.9047 0.6929 -0.8704 -0.042
F -3.9398 -0.0713 1.1290 -0.144
F -3.0644 -0.7941 -0.7390 -0.219
F -4.1012 -2.0296 0.5823 -0.213
F -5.0574 -1.5688 -1.4447 -0.075
P -0.9469 -0.0280 3.8441 0.269
F -0.6180 1.2415 2.9299 -0.103
F -1.9531 0.9527 4.6011 -0.087
F -2.1468 -0.3151 2.7137 -0.254
F -1.3807 -1.3840 4.6249 -0.120
F -0.2705 -1.1043 2.7259 -0.230
F 0.2229 0.0964 4.8698 -0.045
N -0.4368 -0.0835 0.2944 -0.378
S 1.1659 0.1320 0.3444 0.535
O 1.7504 0.4807 1.5931 -0.225
O 1.8708 0.4134 -0.8780 -0.207
F 1.2925 -1.5309 0.4937 -0.229
S -0.6195 1.5614 -0.2854 0.544
O -0.5413 1.7162 -1.6980 -0.206
O -0.1413 2.6012 0.5526 -0.184
F -2.1771 1.5395 -0.0189 -0.167
Cl 2.8139 2.4263 -5.0670 0.574
C 2.8941 1.4774 -3.5851 -0.696
C 4.2900 1.4278 -2.9511 -0.609
Cl 5.3909 0.6520 -4.1739 0.513
H 2.7492 0.4351 -3.8661 0.060
H 2.1426 1.8590 -2.9008 0.045
H 4.3573 0.7398 -2.1144 0.046
H 4.6560 2.4301 -2.7388 0.063
Cl -4.9191 0.9103 -5.7802 0.575
C -4.6088 0.9365 -4.0548 -0.715
C -3.4779 1.8593 -3.6133 -0.672
Cl -4.0076 3.5340 -3.7068 0.607
H -4.3934 -0.0923 -3.7674 0.054
H -5.5288 1.2158 -3.5453 0.059
H -2.5490 1.6085 -4.1221 0.083
H -3.3037 1.6821 -2.5549 0.031
Cl 5.8085 4.9177 -0.0922 0.505
C 4.9483 4.0789 1.2817 -0.643
C 4.2181 2.8351 0.9444 -0.596
Cl 5.3757 1.4467 1.1009 0.548
H 4.3133 4.8581 1.7026 0.070
H 5.7283 3.9300 2.0231 0.054
H 3.8257 2.7326 -0.0624 0.057
H 3.4755 2.6027 1.7046 0.065
C -4.0765 -2.5733 3.2883 0.002
O -2.7975 -2.8285 2.6247 -0.324
C -2.0780 -3.8570 3.3369 -0.144
C -0.6139 -3.9571 2.9060 -0.130
O -0.5632 -3.5081 1.5497 -0.302
C 0.4322 -4.1448 0.7071 -0.008
H -3.9422 -1.7499 3.9898 0.108
H -4.4051 -3.4101 3.9005 0.111
H -4.8320 -2.3037 2.5608 0.088
H -2.5485 -4.8234 3.1178 0.142
H -2.1697 -3.8951 4.4222 0.144
H -0.1765 -4.9533 2.9295 0.140
H -0.0765 -3.3773 3.6534 0.102
H 0.2989 -3.9248 -0.3495 0.081
H 0.2795 -5.2242 0.7919 0.113
H 1.4417 -3.9537 1.0654 0.105
C 3.0556 -6.1178 3.4060 -0.112
O 2.4332 -4.8552 3.4880 -0.191
C 3.0482 -4.0392 4.4657 -0.205
C 2.5057 -2.5984 4.4793 -0.189
O 2.5596 -2.0163 3.1871 -0.200
C 3.8240 -1.5191 2.8268 -0.113
H 2.9447 -6.7415 4.2985 0.090
H 4.0838 -6.1483 3.0426 0.095
H 2.4994 -6.7128 2.6745 0.083
H 4.1237 -3.8875 4.3357 0.120
H 2.8417 -4.4581 5.4562 0.131
H 3.0704 -2.1490 5.3003 0.135
H 1.4368 -2.5991 4.6893 0.100
H 4.6191 -2.2713 2.8712 0.090
H 4.1243 -0.6750 3.4559 0.093
H 3.7803 -1.1553 1.8021 0.060
C -1.4828 7.2826 -4.2106 0.072
C -1.4564 6.8201 -2.9469 -0.235
C -0.9629 5.4255 -2.6692 -0.329
O -1.0449 4.9481 -1.5516 0.099
C -0.4814 4.6956 -3.8196 0.051
C -0.5984 5.1494 -5.0746 -0.228
C -1.0725 6.5330 -5.4028 -0.324
O -1.0881 6.9792 -6.5256 0.124
O -0.1532 4.3487 -6.0545 0.092
O -1.9298 7.4888 -1.9030 0.113
H -1.8587 8.2719 -4.4426 0.132
H -0.1749 3.6594 -3.7528 0.125
H -0.1809 4.7966 -6.9131 0.124
H -1.7759 6.9980 -1.0810 0.121